14
Properties=species:S:1:pos:R:3 method="wB97M-V/def2-TZVPD" max_force_ha_per_bohr=0.1088 smiles="N[C@@H](C=O)CC=O" total_energy_ev=-9844.4717 multiplicity=1 homo_ev=-9.567 lumo_ev=0.531
N -1.67138 0.54162 0.87752
C -0.45477 -0.00771 0.35683
C -0.16437 -1.39310 0.87362
O 0.35594 -2.38824 0.34919
C -0.13473 0.20088 -1.06876
C 0.88773 1.27113 -1.27226
O 1.52836 1.74258 -0.26259
H -1.76606 0.46286 1.93163
H -2.37457 0.04895 0.30480
H 0.32929 0.54117 1.01430
H -0.37538 -1.53142 2.03470
H -1.13332 0.57877 -1.57796
H 0.06882 -0.82559 -1.51480
H 1.07330 1.67206 -2.36466